(i)
ORCA calculation (ωB97M-V with the def2-TZVPD basis set) on C24H30FN3O2 in the gas phase.

CARTESIAN COORDINATES (ANGSTROEM)
C  8.0949  -2.8065  0.1708
H  7.9027  -3.4135  1.0619
O  6.9140  -2.2319  -0.3298
C  5.9148  -3.0605  -0.7526
C  4.7763  -2.4301  -1.2497
C  3.6963  -3.1659  -1.7046
C  3.7547  -4.5539  -1.6651
C  4.8847  -5.1825  -1.1789
C  5.9672  -4.4496  -0.7210
H  6.8342  -4.9694  -0.3448
H  4.9294  -6.2616  -1.1490
H  2.9169  -5.1395  -2.0137
C  2.4888  -2.4504  -2.2479
N  2.1087  -1.3382  -1.3963
C  1.1321  -0.4721  -2.0234
C  0.9449  0.7836  -1.1775
H  0.2594  1.4609  -1.6892
H  1.9133  1.2774  -1.0767
C  0.4311  0.4237  0.2232
C  -1.0104  -0.0717  0.1624
O  -1.3142  -1.2384  0.3312
N  -1.9644  0.8516  -0.1305
C  -1.8535  2.2908  -0.1434
H  -0.8201  2.6161  -0.0582
C  -2.6704  2.8743  1.0154
N  -4.0516  2.4567  0.8950
C  -5.0674  3.2515  1.4033
C  -5.1751  4.6036  1.0496
C  -6.1982  5.4140  1.4901
C  -7.1877  4.8873  2.3029
C  -7.1236  3.5527  2.6601
C  -6.0837  2.7528  2.2248
H  -6.0508  1.7226  2.5416
H  -7.8856  3.1267  3.2954
H  -7.9963  5.5125  2.6462
H  -6.2161  6.4457  1.1754
F  -4.2513  5.1608  0.2203
C  -4.1718  1.0158  0.9313
H  -5.2155  0.7343  0.7894
C  -3.3474  0.4287  -0.2175
H  -3.3686  -0.6612  -0.1791
H  -3.7598  0.7739  -1.1717
H  -3.8098  0.5998  1.8849
H  -2.5946  3.9588  1.0005
H  -2.2467  2.5083  1.9666
H  -2.2645  2.6661  -1.0881
C  1.3643  -0.6312  0.8275
C  1.6010  -1.8052  -0.1166
H  2.3460  -2.4740  0.3213
H  0.6614  -2.3656  -0.2422
H  0.9400  -1.0088  1.7588
H  2.3232  -0.1571  1.0454
H  0.4636  1.3095  0.8671
H  1.5025  -0.1872  -3.0127
H  0.1581  -0.9791  -2.1540
H  1.6584  -3.1675  -2.3828
H  2.7406  -2.0434  -3.2340
H  4.7391  -1.3531  -1.2659
H  8.7397  -1.9708  0.4389
H  8.5966  -3.4207  -0.5846

The orbital gap is 0.326 Ha. Its charge is 0. Its SMILES is COc1cccc(CN2CCC(C(=O)N3CCN(c4ccccc4F)CC3)CC2)c1.

How is the electron density shared among the atoms? According to Löwdin, the charges in e are: number 1, C, carries -0.096; number 2, H, carries 0.094; number 3, O, carries -0.085; number 4, C, carries -0.265; number 5, C, carries 0.041; number 6, C, carries -0.222; number 7, C, carries -0.054; number 8, C, carries -0.081; number 9, C, carries -0.033; number 10, H, carries 0.099; number 11, H, carries 0.103; number 12, H, carries 0.106; number 13, C, carries -0.158; number 14, N, carries -0.168; number 15, C, carries -0.187; number 16, C, carries -0.127; number 17, H, carries 0.107; number 18, H, carries 0.124; number 19, C, carries -0.230; number 20, C, carries -0.417; number 21, O, carries 0.059; number 22, N, carries -0.048; number 23, C, carries -0.127; number 24, H, carries 0.112; number 25, C, carries -0.126; number 26, N, carries -0.097; number 27, C, carries -0.167; number 28, C, carries -0.202; number 29, C, carries -0.018; number 30, C, carries -0.095; number 31, C, carries -0.094; number 32, C, carries -0.023; number 33, H, carries 0.104; number 34, H, carries 0.102; number 35, H, carries 0.101; number 36, H, carries 0.117; number 37, F, carries 0.047; number 38, C, carries -0.142; number 39, H, carries 0.125; number 40, C, carries -0.113; number 41, H, carries 0.122; number 42, H, carries 0.134; number 43, H, carries 0.137; number 44, H, carries 0.119; number 45, H, carries 0.136; number 46, H, carries 0.136; number 47, C, carries -0.121; number 48, C, carries -0.178; number 49, H, carries 0.124; number 50, H, carries 0.121; number 51, H, carries 0.120; number 52, H, carries 0.121; number 53, H, carries 0.136; number 54, H, carries 0.122; number 55, H, carries 0.133; number 56, H, carries 0.128; number 57, H, carries 0.130; number 58, H, carries 0.127; number 59, H, carries 0.091; number 60, H, carries 0.095

---

(ii)
ORCA calculation (ωB97M-V with the def2-TZVPD basis set) on C24H30FN3O2 in the gas phase.

CARTESIAN COORDINATES (ANGSTROEM)
C  3.9540  -3.5409  7.0707
H  3.4956  -4.2062  7.8099
O  3.2742  -3.5874  5.8411
C  1.9612  -3.2180  5.8088
C  1.3444  -3.2963  4.5593
C  0.0150  -2.9547  4.4004
C  -0.7121  -2.5176  5.5041
C  -0.1033  -2.4307  6.7387
C  1.2287  -2.7799  6.9044
H  1.6764  -2.7054  7.8828
H  -0.6668  -2.0910  7.5956
H  -1.7466  -2.2426  5.3740
C  -0.6564  -3.0600  3.0567
N  -1.4399  -1.8666  2.7820
C  -0.6387  -0.6724  2.6070
C  0.0774  -0.5957  1.2508
H  0.8006  -1.4089  1.1682
H  0.6270  0.3449  1.1810
C  -0.9414  -0.7218  0.1103
C  -0.1984  -0.7694  -1.2196
O  0.0544  -1.8270  -1.7670
N  0.2308  0.4069  -1.7432
C  -0.0754  1.7469  -1.3107
H  -0.5509  1.7555  -0.3329
C  -0.9844  2.4384  -2.3381
N  -0.3142  2.4450  -3.6179
C  -0.6362  3.4198  -4.5523
C  0.2256  3.7064  -5.6200
C  -0.0308  4.6957  -6.5438
C  -1.1732  5.4686  -6.4210
C  -2.0379  5.2270  -5.3694
C  -1.7783  4.2210  -4.4570
H  -2.4866  4.0440  -3.6633
H  -2.9339  5.8194  -5.2598
H  -1.3785  6.2490  -7.1361
H  0.6783  4.8593  -7.3400
F  1.3809  3.0055  -5.7611
C  -0.0039  1.0983  -4.0650
H  0.5037  1.1237  -5.0257
C  0.8893  0.4100  -3.0350
H  1.0753  -0.6255  -3.3215
H  1.8391  0.9474  -2.9520
H  -0.9326  0.5144  -4.1766
H  -1.1579  3.4663  -2.0158
H  -1.9483  1.9039  -2.3821
H  0.8647  2.3080  -1.2448
C  -1.7487  -2.0071  0.3058
C  -2.3896  -2.0103  1.6974
H  -3.0907  -1.1705  1.7716
H  -2.9542  -2.9331  1.8490
H  -1.0870  -2.8655  0.1878
H  -2.5235  -2.0803  -0.4592
H  -1.6346  0.1251  0.1386
H  -1.3114  0.1874  2.7057
H  0.0916  -0.6275  3.4179
H  -1.3533  -3.9048  3.0821
H  0.0990  -3.2761  2.2856
H  1.9362  -3.6361  3.7228
H  3.9914  -2.5228  7.4726
H  4.9670  -3.8813  6.8609

The orbital gap is 0.323 Ha. Its charge is 0. Its SMILES is COc1cccc(CN2CCC(C(=O)N3CCN(c4ccccc4F)CC3)CC2)c1.

How is the electron density shared among the atoms? According to Löwdin, the charges in e are: number 1, C, carries -0.095; number 2, H, carries 0.095; number 3, O, carries -0.086; number 4, C, carries -0.271; number 5, C, carries 0.039; number 6, C, carries -0.220; number 7, C, carries -0.051; number 8, C, carries -0.076; number 9, C, carries -0.032; number 10, H, carries 0.099; number 11, H, carries 0.104; number 12, H, carries 0.111; number 13, C, carries -0.150; number 14, N, carries -0.172; number 15, C, carries -0.170; number 16, C, carries -0.117; number 17, H, carries 0.124; number 18, H, carries 0.114; number 19, C, carries -0.239; number 20, C, carries -0.423; number 21, O, carries 0.064; number 22, N, carries -0.048; number 23, C, carries -0.127; number 24, H, carries 0.111; number 25, C, carries -0.148; number 26, N, carries -0.096; number 27, C, carries -0.168; number 28, C, carries -0.203; number 29, C, carries -0.016; number 30, C, carries -0.095; number 31, C, carries -0.095; number 32, C, carries -0.024; number 33, H, carries 0.103; number 34, H, carries 0.102; number 35, H, carries 0.101; number 36, H, carries 0.118; number 37, F, carries 0.051; number 38, C, carries -0.122; number 39, H, carries 0.119; number 40, C, carries -0.110; number 41, H, carries 0.123; number 42, H, carries 0.134; number 43, H, carries 0.138; number 44, H, carries 0.125; number 45, H, carries 0.135; number 46, H, carries 0.135; number 47, C, carries -0.131; number 48, C, carries -0.183; number 49, H, carries 0.121; number 50, H, carries 0.119; number 51, H, carries 0.115; number 52, H, carries 0.123; number 53, H, carries 0.136; number 54, H, carries 0.126; number 55, H, carries 0.121; number 56, H, carries 0.134; number 57, H, carries 0.118; number 58, H, carries 0.124; number 59, H, carries 0.095; number 60, H, carries 0.092

---

(i) is preferred energetically. Next in line: 0.065 eV higher.

---

(i)
ORCA calculation (ωB97M-V with the def2-TZVPD basis set) on 3 unconnected molecules or ions with the total composition C3H13NO2S.

CARTESIAN COORDINATES (ANGSTROEM)
C  0.7426  0.8814  1.4008
C  1.8265  0.3787  0.4790
C  2.0554  -1.1191  0.5259
S  1.6085  -2.0900  -0.9830
N  -0.5020  0.1895  1.0977
H  0.6124  1.9443  1.2422
H  1.0962  0.6991  2.3946
H  1.5118  0.7063  -0.5252
H  2.7383  0.9476  0.6226
H  1.5406  -1.5764  1.3671
H  3.1083  -1.3502  0.6612
H  1.6923  -1.0295  -1.7925
H  -1.2612  0.2921  1.7522
H  -0.3671  -0.7979  0.9427
H  -3.1307  -0.7021  -2.0148
H  -4.2869  0.2321  -1.8192
O  -4.0964  -0.7049  -1.9598
H  -1.2031  0.5725  -0.6630
H  -2.1273  1.6194  -1.2074
O  -1.5585  0.9071  -1.5212

The orbital gap is 0.364 Ha. Its charge is 0. Its SMILES is NCCCS.O.O.

How is the electron density shared among the atoms? According to Löwdin, the charges in e are: number 1, C, carries -0.277; number 2, C, carries -0.274; number 3, C, carries -0.553; number 4, S, carries 0.686; number 5, N, carries -0.004; number 6, H, carries 0.114; number 7, H, carries 0.101; number 8, H, carries 0.096; number 9, H, carries 0.111; number 10, H, carries 0.062; number 11, H, carries 0.054; number 12, H, carries -0.150; number 13, H, carries 0.088; number 14, H, carries 0.060; number 15, H, carries 0.008; number 16, H, carries 0.023; number 17, O, carries -0.078; number 18, H, carries -0.004; number 19, H, carries 0.033; number 20, O, carries -0.095

---

(ii)
ORCA calculation (ωB97M-V with the def2-TZVPD basis set) on 3 unconnected molecules or ions with the total composition C3H13NO2S.

CARTESIAN COORDINATES (ANGSTROEM)
C  0.1435  0.6153  -0.0621
C  -0.2750  1.3821  1.1948
C  -0.7261  0.3667  2.2659
S  0.4847  -0.1528  3.5403
N  -1.4276  2.2240  0.8768
H  1.0143  0.0193  0.2259
H  0.4524  1.2632  -0.8818
H  -0.7392  0.0147  -0.2916
H  0.5078  2.0159  1.6398
H  -1.4030  0.7384  3.0224
H  -1.1024  -0.4743  1.6841
H  1.4682  -0.5273  2.7460
H  -1.4742  3.0283  1.4956
H  -1.4154  2.6863  -0.0167
H  1.1335  -1.1463  -4.6867
H  1.0584  -0.5567  -3.2073
O  1.5701  -1.0615  -3.8281
H  -0.1590  -3.7064  -2.5511
H  0.9052  -3.3504  -1.4861
O  -0.0163  -3.3783  -1.6804

The orbital gap is 0.352 Ha. Its charge is 0. Its SMILES is C[C@@H](N)CS.O.O.

How is the electron density shared among the atoms? According to Löwdin, the charges in e are: number 1, C, carries -0.072; number 2, C, carries -0.523; number 3, C, carries -0.527; number 4, S, carries 0.694; number 5, N, carries 0.014; number 6, H, carries 0.076; number 7, H, carries 0.074; number 8, H, carries 0.084; number 9, H, carries 0.123; number 10, H, carries 0.041; number 11, H, carries 0.070; number 12, H, carries -0.182; number 13, H, carries 0.073; number 14, H, carries 0.061; number 15, H, carries 0.043; number 16, H, carries 0.012; number 17, O, carries -0.056; number 18, H, carries 0.016; number 19, H, carries 0.018; number 20, O, carries -0.037

---

(i) is preferred energetically. Next in line: 0.453 eV higher.

---

(i)
ORCA calculation (ωB97M-V with the def2-TZVPD basis set) on C2H3OP in the gas phase.

CARTESIAN COORDINATES (ANGSTROEM)
C  0.9010  0.7577  0.8651
C  0.3215  0.1910  -0.3332
O  1.4358  1.7100  1.2227
P  0.6652  -1.0137  1.0449
H  -0.5432  0.6759  -0.7320
H  0.9335  0.1341  -1.1522
H  -0.5667  -0.9414  1.8248

The orbital gap is 0.353 Ha. Its charge is 0. Its SMILES is O=C1CP1.

How is the electron density shared among the atoms? According to Löwdin, the charges in e are: number 1, C, carries -0.749; number 2, C, carries -0.334; number 3, O, carries 0.109; number 4, P, carries 0.918; number 5, H, carries 0.082; number 6, H, carries 0.041; number 7, H, carries -0.068

---

(ii)
ORCA calculation (ωB97M-V with the def2-TZVPD basis set) on a molecular structure, C2H3OP.

CARTESIAN COORDINATES (ANGSTROEM)
C  -0.9643  -0.1380  -0.4287
C  -0.2398  0.1797  0.6770
O  2.5630  -0.2240  -0.7120
P  2.0520  0.2696  0.5561
H  -2.0492  -0.1221  -0.4119
H  -0.5229  -0.5609  -1.2595
H  -0.8387  0.5956  1.5790

The orbital gap is 0.296 Ha. Its charge is 0.

How is the electron density shared among the atoms? According to Löwdin, the charges in e are: number 1, C, carries -0.127; number 2, C, carries -0.283; number 3, O, carries -0.537; number 4, P, carries 0.866; number 5, H, carries 0.040; number 6, H, carries 0.001; number 7, H, carries 0.041

---

(iii)
ORCA calculation (ωB97M-V with the def2-TZVPD basis set) on 2 unconnected molecules or ions with the total composition C2H3OP.

CARTESIAN COORDINATES (ANGSTROEM)
C  -1.1611  0.3156  -0.1080
C  -0.3371  -0.6430  0.1353
O  2.9315  0.9372  0.1657
P  2.4937  -0.4250  0.0800
H  -2.2480  0.1702  -0.1166
H  -0.8059  1.1846  -0.5931
H  -0.8730  -1.5396  0.4366

The orbital gap (alpha / beta) is 0.253 / 0.249 Ha. Its charge is 0.

How is the electron density shared among the atoms? According to Löwdin, the charges in e are: number 1, C, carries -0.197; number 2, C, carries -0.202; number 3, O, carries -0.554; number 4, P, carries 0.899; number 5, H, carries 0.050; number 6, H, carries 0.012; number 7, H, carries -0.007

---

(ii) is preferred energetically. Next in line: 0.067 eV higher.

---

(i)
ORCA calculation (ωB97M-V with the def2-TZVPD basis set) on a molecular structure, BrMn.

CARTESIAN COORDINATES (ANGSTROEM)
Mn  -0.9438  -0.6769  0.4003
Br  0.9438  0.6769  -0.4003

The orbital gap (alpha / beta) is 0.270 / 0.271 Ha. Its charge is +1. As for the multiplicity: 6. As for the expectation value of S²: 8.760.

How is the electron density shared among the atoms? According to Löwdin, the charges in e are: number 1, Mn, carries 1.001; number 2, Br, carries -0.001

---

(ii)
ORCA calculation (ωB97M-V with the def2-TZVPD basis set) on a molecular structure, BrMn.

CARTESIAN COORDINATES (ANGSTROEM)
Mn  8.0619  -31.8685  -2.9288
Br  6.7232  -31.6318  -4.8312

The orbital gap (alpha / beta) is 0.286 / 0.288 Ha. Its charge is +1. As for the multiplicity: 6. As for the expectation value of S²: 8.759.

How is the electron density shared among the atoms? According to Löwdin, the charges in e are: number 1, Mn, carries 0.936; number 2, Br, carries 0.064

---

(ii) is preferred energetically. Next in line: 0.209 eV higher.